Record 1
A molecular structure, C43H58N6PbS2, computed with ωB97M-V/def2-TZVPD.

Properties
Charge: +2
Gap between HOMO and LUMO (spin up / spin down), Eh: 0.2384 / 0.1817
Highest occupied orbital energy (spin up / spin down), eV: -13.37 / -13.08
Relative energy (zero: lowest compared OMol25 entry of this formula, charge and spin), kcal/mol: 0.0

Last column: Mulliken charge in e.
CARTESIAN COORDINATES (ANGSTROEM)
1 Pb 0.6336 -0.4095 0.3931  0.5244
2 C -0.7121 4.2292 4.8152  -1.1467
3 C -0.7170 4.3616 3.2994  -0.3236
4 N 0.4046 3.6878 2.6402  0.2108
5 C 0.5008 2.3607 2.4899  -0.5271
6 S 1.9298 1.7757 1.6438  -0.1104
7 N -0.4157 1.5742 2.9796  -1.3772
8 N -0.3017 0.2489 2.6324  1.8830
9 C -0.6697 -0.6009 3.5210  0.4830
10 C -1.1310 -0.2028 4.8875  -1.8942
11 C -0.6134 -2.0434 3.1691  -0.2365
12 C -1.2219 -2.9965 3.9708  -0.9379
13 C -1.0928 -4.3387 3.6407  -1.1255
14 C -0.3633 -4.6855 2.5207  -0.4838
15 C 0.1829 -3.6688 1.7512  -0.6536
16 N 0.0668 -2.3824 2.0625  1.5184
17 H -1.5385 4.8059 5.2317  0.4220
18 H 0.2172 4.6141 5.2372  0.3310
19 H -0.8351 3.1915 5.1173  0.1649
20 H -0.6431 5.4110 3.0174  0.5272
21 H -1.6449 3.9659 2.8808  0.1901
22 H 1.1636 4.2410 2.2796  0.2710
23 H -0.7203 0.7639 5.1573  0.2949
24 H -0.8386 -0.9427 5.6297  0.5448
25 H -2.2221 -0.1151 4.9044  0.3054
26 H -1.7894 -2.7012 4.8419  0.6531
27 H -1.5562 -5.0983 4.2568  0.4812
28 H -0.2229 -5.7184 2.2341  0.5590
29 H 0.7404 -3.8967 0.8523  0.0279
30 C -1.6825 2.9370 -0.0232  -1.2706
31 C -0.8212 4.0764 -0.5789  0.1557
32 C -1.4778 4.6831 -1.8272  -1.5365
33 C 0.6626 3.7896 -0.7991  0.2608
34 C 1.5524 4.8340 -0.5513  -0.3249
35 C 2.9183 4.6956 -0.7359  -1.5023
36 C 3.4394 3.4822 -1.1528  -0.4060
37 C 2.6052 2.3996 -1.3961  0.9245
38 C 3.1797 1.0782 -1.8819  2.2691
39 C 4.3497 0.5907 -1.0235  -1.5894
40 C 3.5900 1.1899 -3.3533  -1.6670
41 C 1.2183 2.5812 -1.2430  -1.0535
42 N 0.3803 1.4594 -1.5574  2.3805
43 C -0.2146 1.5495 -2.6777  -1.5039
44 C -1.1100 0.6018 -3.3403  0.7906
45 C -1.5765 1.0402 -4.5643  -0.6157
46 C -2.3852 0.2515 -5.3843  -1.0738
47 C -2.7244 -1.0456 -4.9906  -0.8540
48 C -2.2724 -1.5289 -3.7951  -0.6689
49 C -1.4695 -0.7301 -2.8977  -0.5545
50 N -1.1351 -1.1793 -1.7049  1.6292
51 C -1.4350 -2.5519 -1.4431  -0.2031
52 C -2.5844 -2.8269 -0.6689  1.3085
53 C -2.9072 -4.1586 -0.4395  -0.9981
54 C -2.1421 -5.1910 -0.9577  -1.5017
55 C -1.0160 -4.8952 -1.6978  -0.8424
56 C -0.6127 -3.5811 -1.9532  -0.0442
57 C 0.7357 -3.4664 -2.6883  0.6671
58 C 1.9189 -3.5706 -1.7178  -1.4098
59 C 0.9846 -2.3085 -3.6566  -1.7125
60 C -3.5541 -1.7726 -0.1312  0.1005
61 C -4.3594 -1.0221 -1.1990  -1.5715
62 C -2.9101 -0.7839 0.8399  0.0772
63 H -2.5889 3.3568 0.4175  0.5547
64 H -1.1738 2.3730 0.7635  -0.1503
65 H -2.0036 2.2374 -0.7967  0.3350
66 H -0.8289 4.8606 0.1823  0.5987
67 H -1.6689 3.9206 -2.5870  0.2543
68 H -0.8543 5.4603 -2.2707  0.3866
69 H -2.4401 5.1280 -1.5678  0.4506
70 H 1.1529 5.7861 -0.2179  0.5599
71 H 3.5766 5.5347 -0.5502  0.4386
72 H 4.5090 3.3757 -1.2896  0.4446
73 H 2.3909 0.3192 -1.8312  -1.4135
74 H 5.2062 1.2627 -1.0968  0.4079
75 H 4.6783 -0.3949 -1.3589  0.4768
76 H 4.0787 0.5121 0.0332  0.2329
77 H 4.3834 1.9298 -3.4736  0.3968
78 H 2.7499 1.4990 -3.9798  0.3240
79 H 3.9612 0.2324 -3.7239  0.4449
80 H -0.0375 2.4464 -3.2768  0.5774
81 H -1.2964 2.0306 -4.9028  0.5347
82 H -2.7407 0.6463 -6.3272  0.4347
83 H -3.3470 -1.6624 -5.6253  0.5086
84 H -2.5520 -2.5219 -3.4751  0.4994
85 H -3.8011 -4.3879 0.1292  0.4601
86 H -2.4285 -6.2215 -0.7887  0.4087
87 H -0.4174 -5.7052 -2.1004  0.4828
88 H 0.7747 -4.3762 -3.2906  0.7707
89 H 1.9401 -2.7370 -1.0136  0.1217
90 H 2.8611 -3.5438 -2.2684  0.5267
91 H 1.8970 -4.4996 -1.1457  0.3592
92 H 1.1834 -1.3665 -3.1380  0.2060
93 H 0.1607 -2.1600 -4.3546  0.2715
94 H 1.8717 -2.5412 -4.2471  0.5809
95 H -4.2837 -2.3471 0.4426  0.7474
96 H -3.7783 -0.2339 -1.6781  0.1780
97 H -5.2173 -0.5424 -0.7255  0.5487
98 H -4.7419 -1.6951 -1.9686  0.3432
99 H -2.1408 -0.1808 0.3449  -0.6590
100 H -2.4678 -1.3006 1.6904  -0.1333
101 H -3.6566 -0.0838 1.2205  0.6287
102 C 4.2287 -0.0429 3.3847  -1.0629
103 S 3.1004 -1.1673 2.5407  0.6002
104 C 2.7188 -2.2786 3.9067  -0.9214
105 H 5.0922 -0.5980 3.7467  0.4301
106 H 3.7272 0.4547 4.2133  0.3169
107 H 4.5591 0.7029 2.6646  0.3109
108 H 2.1946 -1.7505 4.7033  0.2545
109 H 3.6419 -2.7051 4.2954  0.5430
110 H 2.0922 -3.0824 3.5253  0.1543


Record 2
A molecular structure, C43H59BF4N5NaO5S, computed with ωB97M-V/def2-TZVPD.

Properties
Charge: -2
Gap between HOMO and LUMO (spin up / spin down), Eh: 0.1791 / 0.1791
Highest occupied orbital energy (spin up / spin down), eV: -1.43 / -1.43

Last column: Mulliken charge in e.
CARTESIAN COORDINATES (ANGSTROEM)
1 Na 0.1326 -0.1692 -0.1282  1.0379
2 C -4.9588 4.5474 3.0033  -1.8669
3 C -3.6390 4.6941 3.7720  2.1149
4 C -3.2850 6.1895 3.7806  -1.8350
5 C -3.8747 4.2112 5.2114  -1.6198
6 C -2.5078 3.8663 3.1677  -0.8177
7 C -2.7133 2.9824 2.1402  0.2341
8 C -1.6609 2.2288 1.5827  -1.5542
9 N -1.8353 1.4453 0.5177  -0.3912
10 C -2.9585 0.8111 0.2619  0.0706
11 C -3.8668 0.4204 1.2805  -0.5667
12 C -4.9680 -0.3342 1.0128  -0.3574
13 C -5.2465 -0.6333 -0.3453  -0.2729
14 C -4.4513 -0.2621 -1.3873  -0.2612
15 C -3.2272 0.4816 -1.1412  1.1097
16 O -2.4945 0.9365 -2.0360  -0.7566
17 C -4.7839 -0.6360 -2.8235  2.7139
18 C -4.9741 0.6621 -3.6227  -1.9200
19 C -3.6130 -1.4265 -3.4145  -1.4036
20 C -6.0520 -1.4871 -2.9549  -2.3290
21 C -5.8485 -0.8422 2.1500  2.4002
22 C -4.9666 -1.4063 3.2719  -1.7069
23 C -6.6827 0.3297 2.6929  -1.4860
24 C -6.7919 -1.9667 1.7086  -2.1736
25 C -0.3025 2.3563 2.0827  0.8023
26 O 0.6181 1.6719 1.5866  -0.6427
27 C -0.1242 3.2732 3.1914  -0.4213
28 C -1.1987 3.9603 3.6932  -0.2831
29 C 1.2927 3.4647 3.7188  2.8095
30 C 1.3867 4.5161 4.8324  -2.4011
31 C 1.8113 2.1320 4.2766  -1.4281
32 C 2.1851 3.9130 2.5524  -1.6896
33 H -5.7293 5.1639 3.4694  0.4818
34 H -4.8503 4.8703 1.9700  0.3964
35 H -5.3095 3.5184 3.0118  0.1045
36 H -4.1152 6.7738 4.1809  0.4783
37 H -2.4092 6.3891 4.3913  0.3141
38 H -3.0839 6.5330 2.7680  0.3869
39 H -4.6382 4.8094 5.7096  0.4873
40 H -4.2019 3.1740 5.2020  0.2788
41 H -2.9597 4.2714 5.7940  0.2928
42 H -3.6735 2.9013 1.6532  0.9364
43 H -3.5756 0.6425 2.2974  0.5954
44 H -6.1250 -1.2209 -0.5504  0.4169
45 H -4.0458 1.2269 -3.5914  0.3320
46 H -5.2265 0.4373 -4.6614  0.4901
47 H -5.7731 1.2693 -3.1930  0.3388
48 H -2.7060 -0.8349 -3.3523  -0.0068
49 H -3.4735 -2.3429 -2.8516  0.2048
50 H -3.8043 -1.6795 -4.4586  0.5263
51 H -6.9328 -0.9632 -2.5827  0.4030
52 H -6.2251 -1.7207 -4.0068  0.4266
53 H -5.9303 -2.4229 -2.4160  0.4087
54 H -4.4348 -0.6175 3.7968  0.3326
55 H -5.5802 -1.9409 3.9976  0.4565
56 H -4.2432 -2.0909 2.8410  0.3080
57 H -6.0329 1.1441 3.0055  -0.0243
58 H -7.3638 0.7023 1.9299  0.3316
59 H -7.2710 0.0106 3.5531  0.4896
60 H -6.2105 -2.7632 1.2522  0.4235
61 H -7.3146 -2.3697 2.5788  0.4574
62 H -7.5488 -1.6171 1.0065  0.3399
63 H -1.0427 4.6287 4.5280  0.4236
64 H 0.7906 4.2268 5.6959  0.3973
65 H 2.4217 4.6104 5.1621  0.4547
66 H 1.0560 5.4915 4.4794  0.4201
67 H 1.1586 1.7862 5.0768  0.2639
68 H 1.8344 1.3795 3.4929  0.0431
69 H 2.8181 2.2534 4.6790  0.5129
70 H 1.8256 4.8558 2.1420  0.3487
71 H 3.2193 4.0426 2.8712  0.4290
72 H 2.1556 3.1568 1.7739  0.1808
73 C 5.0518 -1.7653 4.1678  -0.9543
74 C 4.9492 -0.4868 3.3400  -0.1255
75 N 5.0134 -0.7199 1.9146  0.3942
76 C 6.3105 -0.9233 1.3033  -0.6104
77 C 6.5993 -2.3979 1.0325  -1.0588
78 C 3.9121 -0.8402 1.1540  0.2387
79 S 2.3494 -1.0525 2.0270  -0.1755
80 N 4.0802 -0.9363 -0.1318  0.0060
81 C 3.0775 -1.0971 -1.0290  -0.3516
82 O 1.8888 -1.2790 -0.8095  -0.7418
83 C 3.6094 -1.0538 -2.4311  0.7072
84 C 4.8615 -0.5108 -2.7029  -0.3035
85 C 5.3260 -0.4196 -4.0020  -0.6204
86 C 4.5468 -0.8862 -5.0494  -0.3879
87 C 3.3110 -1.4563 -4.7871  -0.6702
88 C 2.8465 -1.5428 -3.4878  -0.2135
89 H 4.8331 -1.5460 5.2107  0.4608
90 H 6.0446 -2.2055 4.1047  0.3330
91 H 4.3139 -2.4885 3.7933  0.1241
92 H 5.7560 0.2105 3.5974  0.4879
93 H 3.9908 -0.0089 3.5465  -0.2793
94 H 7.0701 -0.4949 1.9634  0.4062
95 H 6.3222 -0.3807 0.3552  0.2500
96 H 6.7124 -2.9449 1.9634  0.3159
97 H 7.5058 -2.5127 0.4391  0.3756
98 H 5.7621 -2.8236 0.4886  0.2441
99 H 5.4600 -0.1579 -1.8769  0.3646
100 H 6.2967 0.0220 -4.1989  0.3847
101 H 4.9108 -0.8149 -6.0681  0.3707
102 H 2.7012 -1.8262 -5.6031  0.3913
103 H 1.8890 -1.9892 -3.2726  0.4097
104 O 2.3134 -2.6967 1.8388  -0.0324
105 O 3.0107 -3.4477 2.7391  -0.8352
106 N 0.3035 1.7474 -4.4537  -0.0840
107 C -0.3717 0.5552 -4.4189  -1.0094
108 C -0.0464 -0.0240 -3.2279  -0.4629
109 N 0.7982 0.7866 -2.5394  0.2130
110 C 0.9839 1.8341 -3.2819  -0.7752
111 H 0.2341 2.4479 -5.1746  0.1825
112 H -1.0267 0.2508 -5.2098  0.5487
113 H -0.3515 -0.9640 -2.8217  0.9279
114 H 1.6126 2.6629 -3.0232  0.4933
115 F -3.7130 -3.0977 0.7057  -0.2512
116 B -2.7367 -3.5088 -0.1907  0.1566
117 F -1.9336 -2.4188 -0.5308  -0.0127
118 F -3.3716 -4.0046 -1.3328  -0.4408
119 F -1.9787 -4.5116 0.3745  -0.3808


In order of appearance, electronic energy = -81377.8080, -90041.3053 eV.